C3H3Br | the ωB97M-V functional and the def2-TZVPD basis

Output
* strongest force on any atom: 4.31 eV/A
* energy: -2689.98372 Ha
* energy above the lowest of the compared OMol25 structures with the same formula, charge and spin: 41.3 kcal per mole
* HOMO level: -8.6 eV
* net charge: 0
* gap between HOMO and LUMO: 9.6 eV

The geometry in XYZ format:
```
7
Properties=species:S:1:pos:R:3:forces:R:3
Br -2.71728 -0.29948 0.74467 0.052 -0.077 -0.213
C -1.14626 0.16656 -0.22169 2.984 -0.128 2.242
C 0.48464 0.00044 0.75458 -3.494 0.071 -2.515
C 0.05581 -0.70477 -0.24382 0.087 0.143 0.151
H 0.91689 0.48420 1.57950 0.424 0.235 0.545
H 0.36828 -1.53145 -0.85776 0.050 -0.301 -0.080
H -1.20005 1.09615 -0.75539 -0.103 0.057 -0.129
```
Positions in Å, forces in eV/Å.

H18O9 | the ωB97M-V functional and the def2-TZVPD basis

Output
* strongest force on any atom: 2.12 eV/A
* energy: -687.92728 Ha
* energy above the lowest of the compared OMol25 structures with the same formula, charge and spin: 61.8 kcal per mole
* structure (SMILES): O.O.O.O.O.O.O.O.O
* HOMO level: -10.4 eV
* net charge: 0
* gap between HOMO and LUMO: 10.3 eV

The geometry in XYZ format:
```
27
Properties=species:S:1:pos:R:3:forces:R:3
O 1.16196 -2.22667 1.04215 -0.835 1.084 1.539
O 1.99996 2.56833 0.42715 0.255 0.445 -1.019
O -2.54204 -2.16467 0.13415 1.692 -0.167 0.205
O 0.27796 0.50633 0.76315 -0.223 1.693 0.114
O -0.29004 -1.66667 -1.79685 -1.867 -0.405 0.048
O -2.29404 0.28933 1.35215 0.137 -0.398 0.592
O 3.63396 -1.49567 1.72715 0.821 0.064 -0.354
O -2.08304 2.58033 -0.34085 0.244 -0.116 -0.076
O 0.65396 1.11333 -2.45585 0.243 0.197 -1.532
H 0.70696 -2.80067 1.67415 0.085 0.080 -0.355
H -3.39004 -2.10867 -0.26285 -1.043 0.329 -0.537
H -2.46304 1.15733 0.99315 0.049 0.518 -0.168
H 0.64196 0.75833 -3.36785 -0.301 -0.290 0.646
H 0.37796 -0.40667 0.59515 0.506 -2.057 -0.158
H 1.15996 1.91433 -2.66885 -0.028 0.103 0.901
H -2.00604 -1.39967 -0.16285 -0.823 -0.683 0.422
H -2.92504 3.02633 -0.38385 -0.424 0.331 0.069
H -0.38304 0.78233 0.11715 0.070 0.187 -0.010
H -1.38304 0.34233 1.70115 -0.627 0.041 -0.139
H 2.26896 2.91633 1.26315 0.231 0.288 0.738
H 1.33596 -2.71567 0.27115 0.143 -1.259 -1.458
H 1.40996 1.83733 0.61415 -0.202 -0.535 0.178
H -0.82304 -0.95367 -2.18285 0.478 -0.267 0.125
H -1.91704 2.31333 -1.24885 0.183 -0.038 -0.146
H 2.73896 -1.44767 1.39515 -0.396 -0.130 -0.137
H 0.60296 -1.40167 -1.85085 1.514 0.828 -0.232
H 3.52796 -1.31767 2.65215 0.117 0.157 0.744
```
Positions in Å, forces in eV/Å.

C6H13N4 | the ωB97M-V functional and the def2-TZVPD basis

Output
* strongest force on any atom: 4.31 eV/A
* energy: -455.16318 Ha
* energy above the lowest of the compared OMol25 structures with the same formula, charge and spin: 29.7 kcal per mole
* HOMO level: -13.3 eV
* net charge: +1
* gap between HOMO and LUMO: 8.4 eV

The geometry in XYZ format:
```
23
Properties=species:S:1:pos:R:3:forces:R:3
N -1.27201 0.13657 0.62670 2.313 -1.185 -0.368
N 0.65752 -1.05191 0.14910 -1.125 1.584 -0.357
N -3.27344 0.85166 1.19987 -2.339 0.798 -0.209
N 0.95457 -1.37866 -2.79648 -2.386 1.779 -0.741
C 1.03990 1.18573 1.03547 1.680 1.378 0.313
C -3.36027 -0.47991 0.97134 1.773 -1.555 0.358
C 0.15934 0.11434 0.46502 -2.955 -0.896 3.005
C -2.11989 -1.02510 0.73323 -0.994 2.123 -0.643
C -2.10955 1.20553 0.93447 2.419 0.318 -0.331
C 2.44945 1.18511 0.37886 0.769 2.321 1.255
H 1.64123 -1.11421 0.15643 1.194 -0.392 -0.347
H 0.59275 -2.31974 -2.84882 0.947 -0.562 -0.457
H 0.12429 -1.66406 -0.45318 0.227 -0.230 0.082
H -1.79177 -2.01044 0.53714 0.221 -0.624 -0.037
H -4.30531 -0.93829 1.03313 -0.714 -0.788 0.195
H 2.41617 1.12780 -0.66196 -0.409 -0.033 -1.882
H 1.75786 -1.15133 -3.37158 0.205 -0.929 0.044
H 3.08456 0.37173 0.67487 0.270 -0.392 0.614
H 0.18101 -0.88346 -3.33602 1.162 -0.416 1.072
H -1.74709 2.18494 0.86522 0.450 1.271 0.198
H 3.04533 2.18115 0.57273 -1.331 -1.986 0.015
H 1.24782 1.27991 2.14862 -0.841 -1.503 -0.870
H 0.62755 2.19263 0.98584 -0.534 -0.083 -0.909
```
Positions in Å, forces in eV/Å.

C5H10NS | the ωB97M-V functional and the def2-TZVPD basis

Output
* strongest force on any atom: 3.32 eV/A
* energy: -649.05619 Ha
* energy above the lowest of the compared OMol25 structures with the same formula, charge and spin: 106.2 kcal per mole
* HOMO level (spin up / spin down): -13.1 / -13.1 eV
* net charge: +1
* gap between HOMO and LUMO (spin up / spin down): 7.4 / 7.4 eV

The geometry in XYZ format:
```
17
Properties=species:S:1:pos:R:3:forces:R:3
S -0.45059 -1.72778 -0.58916 -0.463 1.453 -0.502
N 1.87970 -0.60780 -0.02847 1.018 0.621 -1.253
C -1.64649 -0.94875 0.23564 2.020 -0.871 -2.146
C 2.58199 0.49385 -0.80793 1.706 0.692 0.517
C -3.48018 0.39274 0.48141 -0.307 2.088 0.203
C 2.42174 0.56578 0.67098 -1.376 0.917 1.319
C -2.28038 0.23055 -0.14282 -2.552 -0.878 1.936
H -1.89722 -1.37092 1.14160 -0.716 -1.184 1.769
H -1.91430 0.78976 -0.93735 0.430 1.317 -1.115
H -3.94612 -0.28529 1.22749 0.841 0.313 -0.600
H 2.46046 -1.45416 0.07390 -0.126 0.779 0.058
H 3.70746 0.56055 -0.96430 -1.582 -1.150 -0.626
H -0.34794 -0.76100 -1.60336 0.021 -1.111 0.846
H 2.00858 1.12369 -1.54711 0.356 -0.907 1.232
H 3.27376 0.29288 1.35073 -0.752 0.871 -0.911
H 1.67736 1.35227 1.07700 1.120 -1.751 -0.386
H -4.04784 1.35362 0.36175 0.362 -1.198 -0.339
```
Positions in Å, forces in eV/Å.

C4H4OTl | the ωB97M-V functional and the def2-TZVPD basis

Output
* 2S+1: 2
* strongest force on any atom: 7.58 eV/A
* <S²>: 0.758
* energy: -402.27466 Ha
* energy above the lowest of the compared OMol25 structures with the same formula, charge and spin: 74.9 kcal per mole
* HOMO level (spin up / spin down): -7.0 / -7.9 eV
* net charge: 0
* gap between HOMO and LUMO (spin up / spin down): 6.5 / 7.4 eV

The geometry in XYZ format:
```
10
Properties=species:S:1:pos:R:3:forces:R:3
Tl -2.68179 -0.39443 -0.34363 -0.982 -1.089 1.127
O -1.10845 0.79985 -1.30158 2.680 1.269 -1.534
C -0.35172 -1.17497 0.80272 -0.781 -0.343 0.496
C 0.34439 -0.02949 1.40392 -0.596 0.274 -0.032
C 0.50991 -0.39803 -0.09464 5.101 4.210 -3.703
C 0.08826 0.35544 -1.26371 -5.704 -1.935 0.846
H -0.18413 0.90490 1.63907 -0.071 -0.339 0.028
H 1.57212 0.03782 -0.62442 0.105 -3.189 2.950
H 0.55998 0.06732 -2.22542 0.358 1.148 0.262
H 1.25141 -0.16841 2.00770 -0.111 -0.005 -0.439
```
Positions in Å, forces in eV/Å.

C3H9N2S | the ωB97M-V functional and the def2-TZVPD basis

Output
* 2S+1: 3
* strongest force on any atom: 6.35 eV/A
* <S²>: 2.007
* energy: -626.97112 Ha
* energy above the lowest of the compared OMol25 structures with the same formula, charge and spin: 26.4 kcal per mole
* HOMO level (spin up / spin down): -9.1 / -15.1 eV
* net charge: +1
* gap between HOMO and LUMO (spin up / spin down): 5.7 / 7.6 eV

The geometry in XYZ format:
```
15
Properties=species:S:1:pos:R:3:forces:R:3
S -2.13748 0.78779 0.03964 -3.400 1.564 -0.842
N 0.65516 0.97079 -1.31957 -0.518 -0.310 0.463
N 1.45790 0.98258 0.80390 2.477 1.738 0.806
C -0.59052 -0.28278 0.45989 3.760 0.359 -0.582
C -0.43556 -1.60025 -0.30992 -0.894 1.711 -2.207
C 0.55028 0.61678 -0.07796 -1.718 -3.407 5.077
H 1.52633 1.40177 -1.51346 0.136 0.600 -1.596
H -2.82410 0.51594 1.18098 0.414 -0.130 -0.205
H 0.31611 -2.06537 0.22022 2.085 -1.278 0.487
H -0.16809 0.72865 -1.81273 0.027 0.377 -1.872
H 2.32100 1.44724 0.57637 -0.115 0.497 -1.021
H -1.27491 -2.16476 -0.10505 -2.049 -1.478 0.005
H 1.63168 0.72947 1.74548 -1.227 -1.073 0.789
H -0.26465 -1.56969 -1.45739 -0.151 0.164 2.160
H -0.76315 -0.49817 1.56960 1.172 0.665 -1.461
```
Positions in Å, forces in eV/Å.